# C4H7NO

A structure of composition C4H7NO (ωB97M-V with the def2-TZVPD basis set, OMol25).

The geometry in ORCA input format:
```
! wB97M-V def2-TZVPD RIJCOSX def2/J DEFGRID3
* xyz 0 1
C 0.6621 0.5690 1.2583
C 0.1393 0.1986 -0.1148
C -1.2744 -0.1916 -0.2054
N -0.2957 1.2687 -0.8940
C 0.8279 -1.0193 -0.7275
O 1.1309 -1.3886 -1.8183
H 1.6424 1.0415 1.1516
H -0.0124 1.2804 1.7470
H 0.7608 -0.3165 1.8960
H -1.7063 -0.7139 -1.0558
H -1.9764 0.0706 0.5801
H -0.3841 0.9758 -1.8713
H 0.4861 -1.7748 0.0541
*
```

* energy relative to the best compared isomer or geometry (same formula, charge and spin): 85.73 kcal/mol
* HOMO level: -9.58 eV
* frontier orbital gap: 10.20 eV

natural (NBO) population analysis, charges in e, atoms 1 to 4:
1. C -0.60
2. C -0.09
3. C -0.25
4. N -0.53

# C4H14N2O

A cluster of 2 separate species, C4H14N2O in total (ωB97M-V with the def2-TZVPD basis set, OMol25).

The geometry in ORCA input format:
```
! wB97M-V def2-TZVPD RIJCOSX def2/J DEFGRID3
* xyz 2 1
C -0.5567 -0.5493 -1.0039
C -0.2032 -0.5132 0.4727
C 1.1733 0.0459 0.7424
C 2.1621 -0.6585 1.2625
N 3.5763 -0.2390 1.1916
N -2.0594 -0.3202 -1.2121
H -0.1268 0.2992 -1.5437
H -0.2786 -1.4381 -1.5668
H -0.8626 0.1684 1.0301
H -0.4158 -1.4564 0.9760
H 1.2981 1.1120 0.5646
H 2.0723 -1.6782 1.6166
H 4.0997 -0.7091 0.4504
H 3.6461 0.7642 0.9766
H 4.0415 -0.3214 2.1037
H -2.5314 -1.0015 -0.6246
H -2.3461 0.7361 -1.1777
H -2.2257 -0.7342 -2.1335
H -3.8462 2.4222 -1.2859
H -3.4687 2.1267 0.0315
O -3.1482 1.9445 -0.8706
*
```

* energy relative to the best compared isomer or geometry (same formula, charge and spin): 13.06 kcal/mol
* HOMO level: -18.42 eV
* frontier orbital gap: 11.90 eV

natural (NBO) population analysis, charges in e, atoms 1 to 4:
1. C -0.22
2. C -0.48
3. C -0.12
4. C -0.06

# C3H3FeLiO2

A structure of composition C3H3FeLiO2 (ωB97M-V with the def2-TZVPD basis set, OMol25).

The geometry in ORCA input format:
```
! wB97M-V def2-TZVPD RIJCOSX def2/J DEFGRID3
* xyz 0 5
C 0.0112 -1.1797 -0.0834
C -1.1520 -1.6357 -0.5814
H -1.1910 -2.6235 -1.0413
H 0.9179 -1.7847 -0.2390
H -2.0785 -1.0647 -0.4871
O 0.1765 -0.0496 0.6111
C 1.5775 3.0586 -0.3932
O 1.0490 4.0090 -0.7007
Li 1.7419 0.9418 0.7224
Fe -1.0525 0.3284 2.1925
*
```

* energy relative to the best compared isomer or geometry (same formula, charge and spin): 0.00 kcal/mol
* HOMO level (spin up / spin down): -4.99 / -5.61 eV
* <S²>: 6.017
* frontier orbital gap (spin up / spin down): 4.35 / 4.78 eV

natural (NBO) population analysis, charges in e, atoms 1 to 4:
1. C 0.15
2. C -0.57
3. H 0.20
4. H 0.13

# C6H46NO17

A cluster of 16 separate species, C6H46NO17 in total (ωB97M-V with the def2-TZVPD basis set, OMol25).

The geometry in ORCA input format:
```
! wB97M-V def2-TZVPD RIJCOSX def2/J DEFGRID3
* xyz 1 1
C 0.5996 2.8653 2.3583
O 0.8396 1.4493 2.1473
C 0.5506 1.0243 0.8243
C 0.6506 -0.4307 0.8063
N 0.3456 -0.9787 -0.5737
H -0.6424 -0.7117 -0.9557
H 1.2346 -0.6337 -1.1537
C 0.3086 -2.4957 -0.5927
C 0.2466 -2.9487 -1.9307
O 0.1826 -4.3827 -1.8947
C -0.0464 -5.0287 -3.1467
H 0.4416 2.9833 3.2823
H -0.3544 3.1543 1.6253
H 1.4766 3.3993 2.2163
H 1.2776 1.7233 0.1853
H -0.4964 1.0463 0.5633
H -0.0714 -0.7977 1.6073
H 1.6476 -0.6157 1.0843
H -0.4424 -2.8057 0.0093
H 1.3206 -2.8057 -0.0607
H 0.7806 -2.3867 -2.7037
H -0.7134 -2.7767 -2.3427
H 0.5666 -4.7267 -3.8907
H -1.0954 -4.7847 -3.4307
H -0.1394 -6.1997 -2.9147
O 1.9566 0.1223 -2.3907
H 2.7336 0.0013 -2.9307
H 1.7916 1.0363 -2.3397
O 3.8586 3.8303 2.3533
H 3.3166 4.3593 2.8663
H 3.4996 2.9933 2.2743
O -2.1574 0.1083 -2.3197
H -2.4874 -0.3567 -3.0757
H -2.1804 1.0833 -2.3557
O 2.5586 5.5823 3.7903
H 2.5056 6.5273 3.7403
H 1.6966 5.4553 4.1773
O -3.8864 -5.1017 -3.5007
H -3.9554 -4.4257 -4.0237
H -3.9404 -4.6067 -2.6147
O 1.1826 -3.1067 2.6323
H 1.8636 -3.8557 2.4283
H 0.7906 -3.1707 3.5453
O 1.3146 2.7723 -2.1397
H 1.0296 2.9743 -3.0827
H 2.1876 2.8803 -1.9567
O -1.8414 -0.2087 4.5463
H -0.8644 -0.3847 4.6273
H -2.1414 -0.5867 3.7513
O -0.9554 5.9923 1.0603
H -0.9234 6.4433 2.0033
H -0.8814 6.9373 0.7513
O -2.3864 -1.7027 -4.4207
H -2.9174 -2.4137 -4.8877
H -1.8354 -1.5437 -5.1787
O -1.2444 -6.0517 -0.4167
H -0.9734 -5.9887 0.4523
H -0.5374 -5.8667 -0.9477
O -2.3014 4.0933 -0.2997
H -2.6564 3.5653 0.4653
H -1.9314 4.9013 0.1793
O 0.1746 5.2353 4.9483
H 0.0966 4.6233 5.8703
H -0.7014 5.5903 4.6803
O 3.5596 -1.5767 -0.2317
H 3.6586 -2.3127 -0.9707
H 4.0206 -0.7267 -0.3767
O -2.7494 -1.7047 -0.2367
H -3.0804 -2.5587 -0.5337
H -2.7354 -0.9917 -1.0277
*
```

* energy relative to the best compared isomer or geometry (same formula, charge and spin): 9.77 kcal/mol
* HOMO level: -12.27 eV
* frontier orbital gap: 9.64 eV

natural (NBO) population analysis, charges in e, atoms 1 to 4:
1. C -0.22
2. O -0.56
3. C -0.07
4. C -0.24

Q: What is the energy relative to the best compared isomer or geometry (same formula, charge and spin) in the second record?
A: 13.06 kcal/mol